(a)
Entry from OMol25: a molecular structure, C46H52ClIN2O5RbSb2 (ωB97M-V with the def2-TZVPD basis set).

Positions of all 110 atoms, in Å:
1 Rb -0.971 -0.444 -0.047
2 C 3.796 1.313 3.256
3 C 2.423 0.731 3.522
4 C 1.294 1.558 3.546
5 C 1.444 3.061 3.560
6 C 0.016 0.988 3.652
7 C -1.209 1.873 3.630
8 C -0.117 -0.398 3.796
9 C -1.478 -1.023 3.996
10 C 1.019 -1.217 3.822
11 C 0.834 -2.712 3.956
12 C 2.292 -0.650 3.721
13 C 3.532 -1.503 3.900
14 H 4.431 0.593 2.741
15 H 4.319 1.610 4.172
16 H 3.732 2.192 2.617
17 H 1.064 3.577 2.676
18 H 2.480 3.360 3.702
19 H 0.870 3.493 4.383
20 H -1.989 1.458 2.990
21 H -0.994 2.886 3.288
22 H -1.643 1.969 4.631
23 H -1.889 -1.428 3.069
24 H -2.195 -0.303 4.383
25 H -1.424 -1.850 4.705
26 H 0.031 -3.062 3.304
27 H 0.566 -3.002 4.979
28 H 1.738 -3.257 3.690
29 H 3.873 -1.972 2.971
30 H 3.352 -2.304 4.617
31 H 4.360 -0.911 4.288
32 C 3.633 -0.256 -2.792
33 C 2.293 -0.598 -3.454
34 C 1.524 -1.666 -2.685
35 Sb -0.506 -1.993 -3.404
36 C -0.572 -4.038 -2.722
37 C -1.402 -4.935 -3.398
38 C -1.528 -6.250 -2.976
39 C -0.832 -6.691 -1.856
40 C -0.016 -5.807 -1.168
41 C 0.112 -4.491 -1.600
42 C 0.306 -2.597 -5.336
43 C -0.015 -1.850 -6.468
44 C 0.518 -2.164 -7.716
45 C 1.383 -3.239 -7.847
46 C 1.710 -3.998 -6.729
47 C 1.174 -3.679 -5.488
48 Sb 3.450 0.134 -0.668
49 C 5.519 0.658 -0.406
50 C 6.276 0.108 0.627
51 C 7.587 0.513 0.845
52 C 8.163 1.478 0.031
53 C 7.422 2.035 -1.001
54 C 6.109 1.628 -1.213
55 C 3.714 -1.932 -0.126
56 C 2.707 -2.592 0.572
57 C 2.781 -3.961 0.808
58 C 3.875 -4.683 0.362
59 C 4.900 -4.034 -0.318
60 C 4.815 -2.670 -0.562
61 H 4.083 0.625 -3.258
62 H 4.347 -1.079 -2.873
63 H 2.470 -0.937 -4.480
64 H 1.688 0.308 -3.511
65 H 1.463 -1.357 -1.638
66 H 2.046 -2.627 -2.696
67 H -1.964 -4.604 -4.266
68 H -2.181 -6.928 -3.513
69 H -0.940 -7.713 -1.514
70 H 0.515 -6.137 -0.282
71 H 0.749 -3.818 -1.040
72 H -0.692 -1.006 -6.380
73 H 0.254 -1.568 -8.582
74 H 1.800 -3.488 -8.816
75 H 2.384 -4.843 -6.825
76 H 1.430 -4.289 -4.627
77 H 5.845 -0.654 1.267
78 H 8.158 0.075 1.655
79 H 9.184 1.797 0.202
80 H 7.861 2.792 -1.638
81 H 5.545 2.082 -2.021
82 H 1.845 -2.043 0.940
83 H 1.972 -4.458 1.329
84 H 3.928 -5.751 0.536
85 H 5.759 -4.593 -0.669
86 H 5.617 -2.178 -1.103
87 N 0.605 2.101 -2.427
88 C 0.364 2.564 -1.322
89 H 0.324 2.701 -3.199
90 I -0.956 5.950 2.414
91 C 0.205 2.947 -0.083
92 H -0.761 2.891 0.405
93 H 0.999 3.481 0.422
94 O -3.283 -1.465 1.071
95 Cl -2.699 -2.648 0.467
96 O -2.647 -2.464 -0.966
97 O -3.439 -3.825 0.814
98 O -1.321 -2.764 0.963
99 O -2.155 0.556 -2.054
100 N -3.508 0.486 -2.095
101 C -4.144 -0.095 -3.178
102 C -5.506 -0.145 -3.241
103 C -6.319 0.394 -2.215
104 C -5.629 1.003 -1.126
105 C -4.271 1.034 -1.086
106 H -3.481 -0.499 -3.927
107 H -5.949 -0.625 -4.107
108 H -7.398 0.345 -2.254
109 H -6.167 1.440 -0.294
110 H -3.709 1.484 -0.280

Properties
- E_HOMO (alpha / beta) (eV) = 0.67 / -2.28
- spin multiplicity = 2
- charge = -2

---

(b)
Entry from OMol25: a molecular structure, C46H52ClIN2O5RbSb2 (ωB97M-V with the def2-TZVPD basis set).

Positions of all 110 atoms, in Å:
1 Rb -2.626 -2.254 -1.122
2 C -2.663 -2.346 -5.393
3 C -1.319 -2.028 -4.764
4 C -0.738 -0.767 -4.941
5 C -1.533 0.354 -5.581
6 C 0.559 -0.534 -4.476
7 C 1.232 0.803 -4.711
8 C 1.254 -1.536 -3.786
9 C 2.628 -1.224 -3.233
10 C 0.659 -2.784 -3.578
11 C 1.369 -3.882 -2.813
12 C -0.642 -3.014 -4.042
13 C -1.325 -4.323 -3.698
14 H -3.494 -2.213 -4.699
15 H -2.686 -3.380 -5.742
16 H -2.849 -1.711 -6.258
17 H -1.338 0.437 -6.659
18 H -1.297 1.312 -5.120
19 H -2.603 0.209 -5.442
20 H 1.189 1.437 -3.819
21 H 0.765 1.351 -5.528
22 H 2.285 0.667 -4.966
23 H 2.686 -0.191 -2.897
24 H 3.410 -1.369 -3.988
25 H 2.870 -1.846 -2.376
26 H 1.061 -3.880 -1.759
27 H 2.451 -3.776 -2.857
28 H 1.122 -4.863 -3.220
29 H -1.015 -5.135 -4.364
30 H -2.410 -4.240 -3.750
31 H -1.068 -4.615 -2.677
32 C -0.483 1.101 0.878
33 C 0.582 1.237 1.975
34 C 1.625 2.341 1.747
35 Sb 2.649 2.399 -0.157
36 C 3.925 0.679 0.071
37 C 5.155 0.679 -0.595
38 C 5.993 -0.427 -0.547
39 C 5.610 -1.560 0.166
40 C 4.386 -1.578 0.820
41 C 3.547 -0.466 0.767
42 C 4.078 3.829 0.641
43 C 3.862 5.188 0.396
44 C 4.695 6.160 0.940
45 C 5.766 5.789 1.742
46 C 5.990 4.442 2.005
47 C 5.152 3.472 1.462
48 Sb -1.967 2.702 0.783
49 C -3.472 1.615 1.906
50 C -4.089 2.181 3.026
51 C -5.000 1.455 3.789
52 C -5.317 0.146 3.443
53 C -4.739 -0.422 2.315
54 C -3.832 0.313 1.558
55 C -1.266 3.653 2.854
56 C -0.847 4.972 2.645
57 C -0.417 5.801 3.681
58 C -0.404 5.324 4.987
59 C -0.829 4.022 5.236
60 C -1.251 3.211 4.185
61 H -1.040 0.172 1.018
62 H -0.032 1.044 -0.121
63 H 1.075 0.275 2.131
64 H 0.080 1.461 2.917
65 H 2.408 2.312 2.507
66 H 1.145 3.322 1.804
67 H 5.466 1.557 -1.154
68 H 6.943 -0.410 -1.071
69 H 6.260 -2.427 0.200
70 H 4.065 -2.452 1.375
71 H 2.590 -0.525 1.273
72 H 3.024 5.495 -0.223
73 H 4.506 7.209 0.741
74 H 6.419 6.544 2.164
75 H 6.813 4.144 2.645
76 H 5.333 2.429 1.693
77 H -3.845 3.197 3.313
78 H -5.459 1.910 4.660
79 H -6.013 -0.425 4.046
80 H -4.994 -1.432 2.016
81 H -3.422 -0.134 0.661
82 H -0.856 5.365 1.627
83 H -0.094 6.818 3.473
84 H -0.074 5.959 5.802
85 H -0.829 3.639 6.253
86 H -1.587 2.202 4.420
87 N -0.001 -2.095 3.133
88 C 0.681 -3.003 2.681
89 H -1.025 -2.090 3.048
90 I -2.877 2.949 -2.748
91 C -2.762 1.448 -1.191
92 H -2.083 0.711 -1.630
93 H -3.760 0.999 -1.199
94 O -4.716 -3.902 -1.705
95 Cl -5.345 -2.592 -1.739
96 O -4.685 -1.797 -2.759
97 O -6.747 -2.714 -2.024
98 O -5.147 -1.948 -0.453
99 O -0.793 -3.656 -0.106
100 N -1.005 -4.059 1.164
101 C -2.209 -4.021 1.729
102 C -2.467 -4.592 2.967
103 C -1.423 -5.349 3.560
104 C -0.171 -5.331 3.041
105 C 0.164 -4.343 1.964
106 H -3.002 -3.611 1.115
107 H -3.468 -4.565 3.374
108 H -1.647 -5.991 4.407
109 H 0.633 -5.928 3.453
110 H 0.934 -4.685 1.284

Properties
- E_HOMO (alpha / beta) (eV) = -1.58 / -2.07
- spin multiplicity = 2
- charge = -2

---

The most stable arrangement is (a), and the next structure is 0.1020 hartree less stable.